No. 1
{
  "formula": "C7H25N10O6Pd",
  "method": "ωB97M-V/def2-TZVPD",
  "elements": ["Pd", "C", "C", "O", "H", "H", "H", "H", "H", "C", "O", "N", "N", "H", "H", "H", "H", "C", "O", "N", "N", "H", "H", "H", "H", "C", "O", "N", "N", "H", "H", "H", "H", "C", "O", "N", "N", "H", "H", "H", "H", "C", "O", "N", "N", "H", "H", "H", "H"],
  "coordinates": [[6.87061, 8.66623, 9.08484], [3.67331, 9.64766, 11.14877], [5.12461, 9.79123, 11.44320], [5.86292, 10.11161, 10.35726], [3.39727, 8.95322, 10.32414], [3.22670, 10.64184, 11.02124], [3.21776, 9.26648, 12.10104], [5.45751, 8.86396, 11.96846], [5.18797, 10.57844, 12.20563], [8.11359, 6.60488, 11.28061], [7.06116, 7.15365, 10.92087], [9.22415, 6.38686, 10.53362], [7.88975, 6.09283, 12.53324], [9.28603, 6.99833, 9.75643], [10.07770, 5.89026, 10.80195], [8.52060, 5.62898, 13.16882], [7.05596, 6.47574, 12.99442], [5.70287, 11.11075, 7.08482], [6.46643, 10.16952, 7.40447], [5.41446, 11.30074, 5.74825], [5.01037, 11.81536, 7.98992], [6.16506, 10.95566, 5.15865], [4.58561, 11.71814, 5.41088], [5.18807, 11.41425, 8.85720], [4.30884, 12.49966, 7.84045], [7.72571, 7.28256, 6.47448], [7.98814, 7.33390, 7.69875], [8.28596, 6.24654, 5.75475], [7.07942, 8.17793, 5.72845], [8.81882, 5.63774, 6.33149], [8.10190, 5.93451, 4.81638], [7.20057, 8.07552, 4.74946], [7.07355, 9.05104, 6.23539], [4.69964, 6.20699, 8.15675], [4.99927, 7.35842, 8.45376], [5.67902, 5.20687, 8.25625], [3.44863, 5.92858, 7.69762], [6.46358, 5.58626, 8.72450], [5.38027, 4.38033, 8.70661], [2.95450, 6.77064, 7.34176], [3.40231, 5.16782, 6.99728], [8.74252, 11.31458, 9.97203], [8.79940, 10.10007, 9.62081], [7.66956, 11.77926, 10.62494], [9.79518, 12.11446, 9.65794], [6.89674, 11.03538, 10.62601], [7.54431, 12.78176, 10.66628], [10.64537, 11.63958, 9.40096], [10.03133, 12.72064, 10.39406]],
  "fmax_ev_per_a": 3.3,
  "charge": 1,
  "multiplicity": 3,
  "gap_ev": [9.050, 8.040]
}

No. 2
{
  "formula": "C3H4O",
  "method": "ωB97M-V/def2-TZVPD",
  "elements": ["C", "C", "C", "O", "H", "H", "H", "H"],
  "coordinates": [[0.98654, 0.62343, -0.01960], [0.19615, -0.35684, -0.37004], [-1.18827, -0.42451, 0.09875], [-2.17583, 0.25046, -0.27292], [1.98497, 0.61077, -0.34501], [0.74012, 1.44043, 0.56785], [0.71297, -1.26993, -0.76728], [-1.25665, -0.87382, 1.10824]],
  "fmax_ev_per_a": 4.2,
  "smiles": "C=CC=O",
  "e_above_lowest_kcal_mol": 16.9,
  "multiplicity": 1,
  "gap_ev": 10.733
}

No. 3
{
  "formula": "C57H79BBaN9O3PS3",
  "method": "ωB97M-V/def2-TZVPD",
  "elements": ["Ba", "C", "C", "C", "C", "N", "N", "B", "N", "N", "C", "C", "C", "C", "C", "S", "C", "C", "C", "C", "N", "N", "C", "C", "C", "C", "C", "S", "C", "C", "C", "C", "C", "S", "C", "C", "C", "C", "H", "H", "H", "H", "H", "H", "H", "H", "H", "H", "H", "H", "H", "H", "H", "H", "H", "H", "H", "H", "H", "H", "H", "H", "H", "H", "H", "H", "H", "H", "H", "H", "H", "H", "H", "H", "H", "H", "H", "O", "N", "O", "C", "C", "C", "C", "C", "C", "N", "C", "C", "N", "C", "C", "C", "C", "H", "H", "H", "H", "H", "H", "H", "O", "P", "C", "C", "C", "C", "C", "C", "C", "C", "C", "C", "C", "C", "C", "C", "C", "C", "C", "C", "H", "H", "H", "H", "H", "H", "H", "H", "H", "H", "H", "H", "H", "H", "H", "H", "H", "H", "H", "H", "H", "H", "H", "H", "H", "H", "H", "H", "H", "H", "H", "H", "H"],
  "coordinates": [[-0.53378, -0.28210, 0.43453], [-0.10083, -3.47432, -4.57238], [0.52476, -2.12267, -4.55152], [0.78105, -1.38910, -5.66773], [1.38675, -0.09729, -5.59927], [1.74590, 0.40877, -4.45590], [1.49832, -0.33380, -3.35828], [2.12268, 0.22317, -2.13252], [1.96568, 1.65488, -1.83588], [3.19209, 2.17715, -1.53658], [3.32789, 3.46172, -1.47405], [2.21671, 4.32125, -1.73132], [0.98829, 3.81784, -1.99961], [-0.19503, 4.68518, -2.26694], [0.82548, 2.38127, -2.00228], [-0.67774, 1.66636, -2.15827], [4.73139, 3.95365, -1.14177], [5.15560, 3.33521, 0.19532], [5.67992, 3.49119, -2.25357], [4.78264, 5.47621, -1.03178], [3.29886, -0.50265, -1.58544], [4.03034, -0.98498, -2.61245], [5.16785, -1.55883, -2.35195], [5.62980, -1.65621, -1.01136], [4.88991, -1.17728, 0.02592], [5.34562, -1.27164, 1.44235], [3.62322, -0.57460, -0.27934], [2.58929, -0.00443, 0.93180], [5.94028, -2.06032, -3.56482], [7.18049, -2.84976, -3.15291], [6.36190, -0.84537, -4.40137], [5.01957, -2.96443, -4.39381], [0.89183, -1.52158, -3.30701], [0.62281, -2.16264, -1.75741], [1.64335, 0.71090, -6.85541], [2.28482, 2.05566, -6.51800], [0.30308, 0.95195, -7.56202], [2.58249, -0.08641, -7.76925], [-0.28526, -3.79703, -5.59448], [-1.04254, -3.47387, -4.02155], [0.55064, -4.19815, -4.08015], [0.52184, -1.78387, -6.64136], [2.36434, 5.39177, -1.70580], [0.09089, 5.73463, -2.25021], [-0.97811, 4.50937, -1.52834], [-0.62921, 4.44516, -3.23841], [5.12983, 2.24626, 0.15196], [4.50077, 3.65512, 1.00831], [6.17125, 3.64911, 0.43924], [5.68891, 2.40417, -2.33350], [6.69354, 3.82908, -2.03454], [5.39069, 3.90212, -3.22251], [4.11717, 5.85568, -0.25374], [4.53289, 5.96902, -1.97306], [5.79481, 5.78162, -0.76793], [6.58503, -2.12253, -0.81480], [6.32569, -1.74025, 1.49666], [4.63455, -1.84715, 2.03686], [5.39344, -0.27920, 1.89276], [7.89844, -2.23726, -2.60467], [7.68663, -3.21045, -4.04796], [6.93113, -3.72186, -2.54550], [7.02217, -0.18266, -3.83893], [5.49198, -0.27036, -4.72068], [6.90027, -1.17860, -5.28945], [4.69816, -3.83756, -3.82268], [5.55271, -3.31813, -5.27712], [4.13203, -2.42498, -4.72506], [1.64063, 2.65965, -5.87833], [2.45797, 2.60736, -7.44234], [3.24109, 1.93219, -6.01032], [-0.38819, 1.49863, -6.91835], [-0.17932, 0.02394, -7.87166], [0.46726, 1.54576, -8.46134], [3.53810, -0.27867, -7.27796], [2.77925, 0.48471, -8.67666], [2.15654, -1.04326, -8.07442], [-7.74952, 2.41282, 1.13178], [-7.07020, 2.40032, 2.13640], [-7.47031, 2.54334, 3.26876], [-5.60724, 2.27092, 1.95925], [-4.84150, 2.98800, 2.79854], [-3.41651, 2.95955, 2.66292], [-2.59340, 3.77969, 3.45293], [-1.23750, 3.73442, 3.27744], [-0.71801, 2.83382, 2.33782], [-1.46940, 2.05585, 1.58101], [-2.81432, 2.12343, 1.71385], [-3.66865, 1.32696, 0.83273], [-3.07252, 0.51766, -0.06771], [-3.81365, -0.13974, -0.93610], [-5.20865, -0.05277, -0.95592], [-5.83875, 0.71565, -0.01483], [-5.06934, 1.43716, 0.91703], [-5.30180, 3.59555, 3.56539], [-3.04006, 4.44321, 4.18257], [-0.56795, 4.35805, 3.85199], [0.35645, 2.75375, 2.20045], [-3.29030, -0.76248, -1.65609], [-5.77605, -0.59740, -1.69693], [-6.91561, 0.79070, 0.00262], [-1.15048, -1.92019, 1.97381], [-1.50458, -3.18598, 2.77241], [-1.93648, -2.73621, 4.47514], [-0.83589, -1.84513, 5.11607], [-1.39718, -0.55322, 5.69994], [-2.17686, 0.21012, 4.63734], [-3.33349, -0.62944, 4.05586], [-3.32026, -2.06615, 4.57309], [-0.09573, -4.33145, 2.62602], [-0.23173, -5.63386, 3.43624], [0.34153, -5.53177, 4.84477], [1.79674, -5.08356, 4.81036], [1.91826, -3.72195, 4.13927], [1.31398, -3.72362, 2.73920], [-2.90263, -4.03967, 1.96738], [-3.66916, -5.05975, 2.85721], [-5.17720, -5.00434, 2.62276], [-5.49080, -5.03260, 1.13271], [-4.85418, -3.83566, 0.39678], [-3.86329, -3.06632, 1.26914], [-1.98664, -3.68470, 5.02107], [-0.08462, -1.57175, 4.36747], [-0.30998, -2.41730, 5.88113], [-0.57298, 0.05458, 6.07790], [-2.03073, -0.76449, 6.56386], [-1.47977, 0.48757, 3.83862], [-2.55262, 1.14862, 5.04892], [-3.28410, -0.63263, 2.96268], [-4.29756, -0.18418, 4.31270], [-4.08269, -2.66370, 4.07028], [-3.60328, -2.07610, 5.62724], [-0.21681, -4.59261, 1.56522], [0.32076, -6.40928, 2.89670], [-1.26864, -5.97893, 3.46367], [0.24468, -6.49899, 5.34052], [-0.23857, -4.82562, 5.44990], [2.38530, -5.82219, 4.25558], [2.21251, -5.05178, 5.81821], [2.96632, -3.42220, 4.06553], [1.43739, -2.96631, 4.76595], [1.95360, -4.33543, 2.09364], [1.33432, -2.71982, 2.30523], [-2.41276, -4.60262, 1.16249], [-3.45360, -4.91865, 3.91895], [-3.31654, -6.06408, 2.61277], [-5.60424, -4.10767, 3.08165], [-5.64554, -5.84916, 3.12918], [-6.56860, -5.04710, 0.97319], [-5.11486, -5.97112, 0.71734], [-5.62632, -3.14569, 0.04995], [-4.33319, -4.18195, -0.50019], [-4.39359, -2.45782, 2.00565], [-3.29498, -2.36590, 0.65533]],
  "fmax_ev_per_a": 1.5,
  "e_above_lowest_kcal_mol": 0.0,
  "charge": 2,
  "multiplicity": 1,
  "gap_ev": 7.412
}

Please write out number 2 again, unchanged.
{
  "formula": "C3H4O",
  "method": "ωB97M-V/def2-TZVPD",
  "elements": ["C", "C", "C", "O", "H", "H", "H", "H"],
  "coordinates": [[0.98654, 0.62343, -0.01960], [0.19615, -0.35684, -0.37004], [-1.18827, -0.42451, 0.09875], [-2.17583, 0.25046, -0.27292], [1.98497, 0.61077, -0.34501], [0.74012, 1.44043, 0.56785], [0.71297, -1.26993, -0.76728], [-1.25665, -0.87382, 1.10824]],
  "fmax_ev_per_a": 4.2,
  "smiles": "C=CC=O",
  "e_above_lowest_kcal_mol": 16.9,
  "multiplicity": 1,
  "gap_ev": 10.733
}

- Which value of multiplicity does entry 2 give?
  1

- Look up the multiplicity of the first one.
  3